Record 1
{
  "formula": "C14H51HgN4O17",
  "method": "ωB97M-V/def2-TZVPD",
  "elements": ["Hg", "C", "C", "O", "H", "H", "H", "H", "H", "C", "C", "O", "O", "H", "H", "H", "H", "H", "H", "C", "C", "O", "O", "H", "H", "H", "H", "H", "H", "C", "C", "O", "O", "H", "H", "H", "H", "H", "H", "C", "C", "O", "O", "H", "H", "H", "H", "H", "H", "C", "C", "O", "O", "H", "H", "H", "H", "H", "H", "C", "O", "N", "N", "H", "H", "H", "H", "C", "O", "N", "N", "H", "H", "H", "H", "O", "H", "H", "O", "H", "H", "O", "H", "H", "O", "H", "H"],
  "xyz": [[3.260, 24.850, 19.463], [3.369, 24.450, 15.293], [3.029, 25.588, 16.270], [2.196, 25.087, 17.256], [4.214, 24.702, 14.653], [2.527, 24.089, 14.702], [3.738, 23.555, 15.793], [2.721, 26.415, 15.631], [3.938, 25.880, 16.796], [-1.814, 24.487, 12.854], [-0.342, 24.751, 13.030], [0.309, 24.588, 11.749], [-2.438, 25.562, 12.137], [-2.270, 24.335, 13.833], [-1.882, 23.527, 12.344], [0.161, 24.037, 13.682], [-0.219, 25.689, 13.571], [1.218, 24.884, 11.832], [-2.338, 26.388, 12.616], [0.168, 20.114, 15.842], [0.574, 21.473, 15.333], [1.404, 22.127, 16.337], [1.266, 19.169, 15.968], [-0.567, 19.590, 15.232], [-0.329, 20.276, 16.798], [-0.307, 22.079, 15.121], [1.040, 21.299, 14.363], [1.551, 23.055, 16.139], [2.052, 19.564, 15.585], [-1.069, 23.455, 18.797], [-1.119, 22.694, 20.163], [-0.325, 21.528, 20.191], [-1.857, 24.641, 18.728], [-1.471, 22.714, 18.105], [-0.070, 23.593, 18.385], [-2.168, 22.452, 20.336], [-0.833, 23.280, 21.037], [-0.793, 20.935, 19.599], [-1.572, 25.077, 17.922], [2.029, 27.224, 12.504], [3.085, 26.778, 11.538], [2.918, 25.411, 11.204], [0.878, 27.593, 11.775], [2.477, 28.114, 12.945], [1.752, 26.489, 13.259], [3.986, 26.814, 12.151], [3.191, 27.481, 10.711], [3.342, 25.278, 10.353], [0.432, 28.258, 12.304], [0.626, 28.360, 16.663], [-0.352, 27.399, 17.330], [-0.541, 26.208, 16.493], [0.441, 29.738, 16.915], [0.569, 28.281, 15.578], [1.640, 28.097, 16.964], [-1.336, 27.868, 17.320], [-0.098, 27.130, 18.355], [0.361, 25.906, 16.361], [0.397, 30.282, 16.126], [6.687, 24.070, 11.339], [6.583, 24.565, 10.256], [5.755, 23.290, 11.847], [7.684, 24.230, 12.178], [5.731, 22.981, 12.809], [4.917, 23.140, 11.304], [8.332, 24.972, 11.953], [7.659, 23.877, 13.124], [5.851, 27.884, 14.428], [6.237, 28.287, 13.354], [5.121, 28.659, 15.280], [6.179, 26.737, 15.007], [4.900, 29.587, 14.949], [5.057, 28.432, 16.263], [6.137, 26.656, 16.013], [6.619, 26.080, 14.379], [6.189, 22.433, 16.785], [6.973, 22.354, 17.328], [6.519, 22.440, 15.887], [5.194, 24.098, 18.746], [5.304, 23.630, 17.918], [5.892, 24.753, 18.747], [6.534, 26.717, 17.943], [6.108, 26.929, 18.774], [7.268, 27.329, 17.887], [2.304, 22.536, 19.063], [2.244, 22.336, 18.128], [1.628, 21.992, 19.468]],
  "mulliken_charge": [0.577, -1.524, 1.461, -0.404, 0.150, 0.235, 0.572, -0.213, -0.401, -0.711, 1.129, -0.591, -0.520, 0.267, 0.370, -0.403, -0.154, 0.290, 0.300, -0.483, -0.322, -0.280, -0.549, 0.371, 0.116, 0.235, 0.339, 0.013, 0.335, 0.408, -0.694, -0.533, -0.608, 0.099, 0.027, 0.355, 0.337, 0.301, 0.376, -0.286, -0.250, -0.502, -0.541, 0.615, -0.118, 0.094, 0.389, 0.255, 0.319, 0.177, -0.202, -0.641, -0.623, -0.097, 0.057, 0.415, 0.200, 0.054, 0.352, 0.761, -0.635, -0.356, -0.416, 0.089, 0.179, 0.237, 0.133, 0.522, -0.654, -0.296, -0.068, 0.222, 0.139, 0.018, 0.165, -0.631, 0.289, 0.285, -0.508, 0.340, 0.270, -0.672, 0.318, 0.267, -0.510, 0.294, 0.278],
  "molar_mass_g_mol": 748.2,
  "lumo_ev": [-0.80, -2.01],
  "spin_multiplicity": 2,
  "gap_ev": [7.352, 6.632]
}

Record 2
{
  "formula": "C14H56O14",
  "method": "ωB97M-V/def2-TZVPD",
  "elements": ["C", "O", "H", "H", "H", "H", "C", "O", "H", "H", "H", "H", "C", "O", "H", "H", "H", "H", "C", "O", "H", "H", "H", "H", "C", "O", "H", "H", "H", "H", "C", "O", "H", "H", "H", "H", "C", "O", "H", "H", "H", "H", "C", "O", "H", "H", "H", "H", "C", "O", "H", "H", "H", "H", "C", "O", "H", "H", "H", "H", "C", "O", "H", "H", "H", "H", "C", "O", "H", "H", "H", "H", "C", "O", "H", "H", "H", "H", "C", "O", "H", "H", "H", "H"],
  "xyz": [[22.724, 7.557, 8.712], [21.901, 8.314, 7.866], [22.710, 6.502, 8.436], [23.765, 7.852, 8.582], [22.412, 7.638, 9.753], [21.036, 7.944, 8.058], [18.750, 8.295, 3.768], [19.276, 7.938, 5.044], [19.111, 7.720, 2.915], [17.674, 8.129, 3.711], [18.908, 9.353, 3.559], [20.203, 8.181, 5.093], [19.672, 7.764, 7.268], [20.349, 7.146, 8.285], [19.927, 7.210, 6.365], [18.598, 7.868, 7.421], [19.985, 8.779, 7.025], [19.920, 6.319, 8.519], [18.039, 5.576, 6.212], [19.380, 5.317, 6.669], [17.257, 4.855, 6.454], [17.622, 6.547, 6.477], [18.152, 5.733, 5.139], [19.312, 5.112, 7.604], [21.895, 8.930, 5.420], [21.049, 8.326, 4.470], [22.774, 8.295, 5.535], [22.248, 9.947, 5.253], [21.426, 8.933, 6.404], [21.531, 8.177, 3.654], [22.494, 6.396, 5.705], [22.639, 4.980, 5.554], [22.150, 6.841, 4.771], [21.858, 6.813, 6.486], [23.477, 6.841, 5.854], [21.784, 4.547, 5.500], [20.768, 6.830, 10.869], [22.008, 7.022, 11.486], [19.861, 7.034, 11.439], [20.703, 7.413, 9.950], [20.818, 5.791, 10.546], [21.966, 6.614, 12.354], [21.774, 4.777, 8.184], [21.192, 5.034, 9.435], [21.707, 3.733, 7.877], [21.394, 5.433, 7.401], [22.831, 5.040, 8.176], [21.848, 4.782, 10.090], [19.872, 10.751, 6.151], [18.789, 10.984, 7.026], [20.776, 11.213, 6.549], [20.004, 9.671, 6.074], [19.744, 11.163, 5.151], [18.113, 10.432, 6.626], [16.949, 9.256, 5.332], [18.218, 9.268, 5.959], [16.522, 8.263, 5.478], [16.223, 10.021, 5.608], [17.063, 9.484, 4.272], [18.746, 8.585, 5.539], [19.626, 9.380, 9.432], [19.121, 10.063, 10.567], [19.136, 8.420, 9.271], [19.398, 9.919, 8.513], [20.704, 9.228, 9.382], [19.590, 9.781, 11.355], [18.704, 4.392, 9.174], [19.391, 5.461, 8.656], [18.358, 4.631, 10.180], [17.834, 4.250, 8.533], [19.361, 3.522, 9.188], [20.300, 5.233, 8.864], [18.300, 7.424, 10.427], [17.581, 6.445, 11.096], [17.660, 7.977, 9.739], [18.741, 8.087, 11.171], [19.100, 6.895, 9.910], [18.169, 5.995, 11.708], [16.401, 8.484, 8.024], [15.224, 8.494, 8.835], [17.259, 8.265, 8.660], [16.282, 7.778, 7.202], [16.605, 9.395, 7.463], [15.197, 7.684, 9.350]],
  "mulliken_charge": [-1.311, -0.339, -0.097, 0.442, 0.484, 0.394, -1.674, -0.525, 0.344, 0.462, 0.482, 0.864, -1.676, 1.170, 1.607, -1.385, -2.063, 0.425, -1.716, -0.633, 0.405, 0.645, 0.334, 1.315, -1.286, -0.418, 0.420, 0.400, 0.852, 0.470, -0.910, -0.649, 0.190, 0.743, 0.697, 0.395, -0.392, -0.552, 0.581, -0.195, 0.264, 0.405, -0.640, -0.480, 0.360, -0.416, 0.668, 0.778, -1.426, -0.789, 0.480, 2.059, 0.393, 0.647, -1.977, -0.376, 0.534, 0.287, 0.656, 1.053, -0.048, -0.744, -0.815, 0.359, 0.325, 0.467, -0.697, -0.841, 0.239, 0.222, 0.303, 0.850, -1.245, -0.799, 0.569, 0.815, -0.113, 0.456, -0.131, -0.632, 0.320, 0.121, -0.138, 0.382],
  "de_lowest_kcal_mol": 735.08,
  "molar_mass_g_mol": 448.6,
  "lumo_ev": -0.21,
  "gap_ev": 8.077
}